This record from the Open Molecules 2025 dataset describes 2 unconnected molecules or ions with the total composition C10H15BO2 in a non-equilibrium geometry. The level of theory is ωB97M-V/def2-TZVPD.

Summary:
Gap between HOMO and LUMO (alpha / beta) ... 7.605 / 6.517 eV
Spin multiplicity ... 1
LUMO (alpha / beta) ... 0.28 / -0.52 eV
Charge ... 0

Cartesian coordinates (Å):
1 B -1.782 -0.867 -1.383
2 C 1.366 3.213 0.031
3 C -0.007 3.056 -0.022
4 C 2.172 2.259 -0.423
5 C -0.617 1.938 -0.591
6 C 1.584 1.074 -0.913
7 C 0.182 0.876 -0.976
8 C 1.305 -0.896 1.537
9 C -0.753 -2.421 1.538
10 C -0.331 -0.415 -1.314
11 C 0.525 -1.975 1.000
12 O -2.667 -0.292 -0.450
13 O -2.004 -2.002 -2.051
14 H 1.874 4.064 0.534
15 H -0.739 3.902 0.253
16 H 3.191 2.248 -0.280
17 H -1.742 1.890 -0.624
18 H 2.136 0.323 -1.289
19 H 2.276 -1.241 2.018
20 H 1.569 -0.176 0.637
21 H 0.752 -0.192 2.163
22 H -0.768 -2.775 2.558
23 H -0.863 -3.240 0.871
24 H -1.562 -1.586 1.452
25 H 0.274 -1.108 -1.810
26 H 0.986 -2.460 0.012
27 H -3.410 -0.894 -0.440
28 H -2.949 -2.302 -2.036


This record from the Open Molecules 2025 dataset describes a single C5H10S2 molecule in a non-equilibrium geometry. The level of theory is ωB97M-V/def2-TZVPD.

Summary:
Gap between HOMO and LUMO ... 9.129 eV
Spin multiplicity ... 1
LUMO ... 0.63 eV
Charge ... 0
SMILES ... CS[C@@]1(C)C[C@@H]1S

Cartesian coordinates (Å):
1 C -2.198 1.547 0.123
2 C -0.165 -0.693 0.171
3 C 0.039 -1.003 1.690
4 C 0.665 -1.424 -0.977
5 C 0.848 -0.106 -0.719
6 H -3.044 1.733 -0.336
7 H -1.350 2.227 -0.088
8 H -2.485 1.431 1.156
9 H 1.149 -0.702 1.968
10 H -0.508 -0.085 2.036
11 H -0.030 -2.136 1.870
12 H 1.364 -2.141 -0.707
13 H -0.057 -1.376 -1.957
14 H 0.379 0.345 -1.506
15 H 3.113 1.246 -0.998
16 S -1.798 -0.261 -0.328
17 S 2.194 0.856 0.131


This record from the Open Molecules 2025 dataset describes a single C4H8O3 molecule in a non-equilibrium geometry. The level of theory is ωB97M-V/def2-TZVPD.

Summary:
Gap between HOMO and LUMO ... 11.420 eV
Spin multiplicity ... 1
LUMO ... 0.88 eV
Charge ... 0
SMILES ... C[C@@H](O)COC=O

Cartesian coordinates (Å):
1 C 0.722 -1.851 -0.564
2 C 0.545 -0.588 0.263
3 O 1.844 -0.107 0.589
4 C -0.213 0.522 -0.540
5 O -1.566 0.689 -0.069
6 C -1.754 1.723 0.777
7 O -0.897 2.381 1.306
8 H 1.195 -1.590 -1.517
9 H -0.244 -2.331 -0.746
10 H 1.375 -2.554 -0.036
11 H -0.010 -0.851 1.176
12 H 1.818 0.832 0.502
13 H -0.214 0.306 -1.598
14 H 0.233 1.509 -0.425
15 H -2.832 1.907 0.882


This record from the Open Molecules 2025 dataset describes a molecular structure, C26H24AsN3O2PtS2 in a non-equilibrium geometry. The level of theory is ωB97M-V/def2-TZVPD.

Summary:
Gap between HOMO and LUMO ... 6.865 eV
Spin multiplicity ... 1
LUMO ... -0.30 eV
Charge ... 0

Cartesian coordinates (Å):
1 Pt 0.806 -0.985 -1.651
2 N -0.541 -2.415 -1.140
3 N -0.315 -3.262 -0.047
4 C 0.786 -3.107 0.727
5 N 0.810 -3.845 1.836
6 S 2.068 -2.123 0.304
7 H -1.307 -1.778 -0.921
8 H -0.732 -2.954 -1.983
9 H -1.116 -3.754 0.309
10 H 0.035 -4.419 2.125
11 H 1.590 -3.730 2.457
12 O 3.449 1.731 -3.198
13 C 2.698 0.774 -3.144
14 O 1.766 0.670 -2.243
15 C 2.813 -0.309 -4.208
16 C 4.018 -0.342 -4.907
17 C 4.243 -1.240 -5.937
18 C 3.238 -2.127 -6.291
19 C 2.033 -2.115 -5.609
20 C 1.800 -1.213 -4.568
21 S 0.192 -1.288 -3.836
22 H 4.771 0.381 -4.620
23 H 5.191 -1.245 -6.462
24 H 3.392 -2.842 -7.092
25 H 1.253 -2.819 -5.874
26 C -4.846 3.415 1.622
27 C -4.624 2.995 0.319
28 C -3.510 2.218 0.021
29 C -2.614 1.859 1.025
30 C -2.845 2.286 2.330
31 C -3.956 3.060 2.629
32 As -1.084 0.757 0.540
33 C -1.275 -0.524 2.024
34 C -0.409 -0.655 3.103
35 C -0.617 -1.642 4.061
36 C -1.690 -2.514 3.953
37 C -2.566 -2.391 2.878
38 C -2.354 -1.406 1.925
39 C 0.362 1.907 1.122
40 C 0.204 3.288 1.143
41 C 1.286 4.116 1.412
42 C 2.535 3.569 1.662
43 C 2.701 2.192 1.636
44 C 1.624 1.365 1.359
45 H -5.713 4.021 1.856
46 H -5.314 3.274 -0.468
47 H -3.330 1.895 -0.998
48 H -2.149 2.011 3.114
49 H -4.128 3.390 3.647
50 H 0.425 0.027 3.213
51 H 0.062 -1.720 4.903
52 H -1.857 -3.272 4.709
53 H -3.426 -3.046 2.798
54 H -3.057 -1.301 1.102
55 H -0.764 3.728 0.941
56 H 1.150 5.191 1.415
57 H 3.381 4.215 1.859
58 H 3.677 1.758 1.811
59 H 1.777 0.293 1.308


This record from the Open Molecules 2025 dataset describes 2 unconnected molecules or ions with the total composition C6H9NO in a non-equilibrium geometry. The level of theory is ωB97M-V/def2-TZVPD.

Summary:
Gap between HOMO and LUMO ... 9.109 eV
Spin multiplicity ... 1
LUMO ... 0.76 eV
Charge ... 0
SMILES ... C=Cc1cc[nH]c1.O

Cartesian coordinates (Å):
1 C 1.250 0.051 -1.231
2 C 0.666 1.181 -1.720
3 N -0.147 1.711 -0.741
4 C -0.002 0.950 0.386
5 C 0.801 -0.134 0.128
6 C 1.012 -1.204 1.100
7 C 0.067 -1.610 1.957
8 H 2.051 -0.504 -1.693
9 H 0.736 1.601 -2.708
10 H -0.804 2.456 -0.865
11 H -0.478 1.213 1.316
12 H 1.992 -1.664 1.142
13 H 0.310 -2.271 2.773
14 H -0.921 -1.174 2.009
15 H -1.780 -1.162 -0.107
16 H -2.536 0.197 -0.311
17 O -2.594 -0.701 -0.008


This record from the Open Molecules 2025 dataset describes a molecular structure, C26H45Cl3FeO2P2 in a non-equilibrium geometry. The level of theory is ωB97M-V/def2-TZVPD.

Summary:
Gap between HOMO and LUMO (alpha / beta) ... 8.910 / 6.690 eV
Spin multiplicity ... 6
LUMO (alpha / beta) ... -1.98 / -4.77 eV
Charge ... +1

Cartesian coordinates (Å):
1 Fe -0.102 0.112 0.577
2 C -1.737 1.703 0.672
3 C -2.101 0.737 -0.359
4 C -1.987 -0.497 1.635
5 C -1.738 0.944 1.920
6 C -2.252 -0.623 0.209
7 C -1.831 3.235 0.551
8 H -1.500 3.580 -0.428
9 H -1.226 3.743 1.296
10 H -2.862 3.564 0.685
11 C -1.739 1.547 3.337
12 H -1.550 2.617 3.335
13 H -1.012 1.072 3.993
14 H -2.717 1.404 3.795
15 C -2.248 -1.572 2.704
16 H -3.312 -1.644 2.926
17 H -1.730 -1.344 3.635
18 H -1.908 -2.552 2.376
19 C -3.184 -1.767 -0.270
20 H -4.213 -1.503 -0.024
21 H -2.983 -2.695 0.262
22 H -3.188 -2.003 -1.328
23 C -2.974 1.278 -1.516
24 H -3.898 1.669 -1.091
25 H -3.305 0.520 -2.222
26 H -2.522 2.116 -2.038
27 C 1.438 0.507 -2.842
28 C 0.420 1.376 -2.995
29 C -0.159 1.741 -4.345
30 C -1.020 0.592 -4.894
31 C -1.063 -0.636 -3.967
32 C -0.043 -1.476 -3.890
33 C 1.275 -1.266 -4.637
34 C 2.142 -0.167 -4.009
35 H 0.648 1.971 -5.041
36 H -0.615 0.291 -5.859
37 H -0.725 2.669 -4.262
38 H 2.408 0.579 -4.759
39 H 1.850 0.149 -1.928
40 H -0.101 1.879 -2.222
41 H 3.097 -0.568 -3.668
42 H 1.810 -2.208 -4.747
43 H -0.171 -2.467 -3.532
44 H 1.065 -1.001 -5.672
45 H -2.016 0.920 -5.179
46 H -2.015 -0.966 -3.650
47 P 1.522 1.767 1.134
48 C 1.282 2.703 2.771
49 H 2.154 3.318 2.992
50 H 1.143 2.038 3.620
51 H 0.432 3.376 2.710
52 C 3.346 1.344 1.424
53 H 3.888 2.195 1.836
54 H 3.830 1.065 0.488
55 H 3.437 0.511 2.120
56 C 1.856 3.391 0.195
57 H 2.355 3.199 -0.754
58 H 2.510 4.047 0.769
59 H 0.928 3.928 0.004
60 P 0.809 -2.021 0.318
61 C -0.302 -3.542 -0.044
62 H 0.296 -4.367 -0.435
63 H -1.095 -3.337 -0.755
64 H -0.823 -3.896 0.845
65 C 2.533 -2.501 -0.340
66 H 2.512 -2.704 -1.400
67 H 2.935 -3.414 0.097
68 H 3.250 -1.706 -0.139
69 C 1.280 -3.060 1.876
70 H 1.502 -4.102 1.643
71 H 0.469 -3.068 2.606
72 H 2.175 -2.664 2.358
73 Cl 0.661 -0.382 6.312
74 C 0.943 -1.478 4.936
75 Cl 2.479 -2.336 5.243
76 Cl -0.306 -2.746 5.029
77 C 1.113 -0.619 3.675
78 O 2.160 0.136 3.751
79 O 0.317 -0.635 2.575